Entry 1:
The following is a quantum chemistry calculation of an isolated molecule of C5H8N2, from the Open Molecules 2025 dataset.

The geometry in ORCA input format:
```
! RIJCOSX wB97M-V def2-TZVPD def2/J DEFGRID3
* xyz 0 1
N -1.641 2.418 1.444
N 0.215 0.842 -1.021
C 0.925 0.356 0.151
C -1.503 -0.765 -0.049
C 1.744 -0.893 -0.061
C -1.166 1.514 0.899
C -0.578 0.418 0.135
H 1.396 1.099 0.794
H -2.315 -0.493 -0.731
H 0.242 1.854 -1.096
H 1.148 -1.729 -0.434
H -1.939 -1.071 0.907
H -0.968 -1.613 -0.481
H 2.256 -1.210 0.853
H 2.502 -0.673 -0.820
*
```

## Properties
* HOMO energy: -10.168 eV
* Kohn-Sham gap: 11.0 eV
* SMILES string: C[C@H]1N[C@]1(C)C#N

***

Entry 2:
The following is a quantum chemistry calculation of an isolated molecule of C5H8N2, from the Open Molecules 2025 dataset.

The geometry in ORCA input format:
```
! RIJCOSX wB97M-V def2-TZVPD def2/J DEFGRID3
* xyz 0 1
N 0.172 -1.957 0.691
N 0.028 0.434 0.400
C -0.085 -0.624 -1.589
C 0.250 0.630 1.818
C -0.078 0.763 -1.811
C -0.043 -0.841 -0.179
C 0.003 1.378 -0.577
H 0.453 1.685 2.010
H -0.005 2.431 -0.325
H 0.238 -2.788 0.099
H -0.156 1.270 -2.765
H -1.095 -1.311 0.021
H -0.160 -1.407 -2.335
H -0.621 0.317 2.401
H 1.098 0.020 2.141
*
```

## Properties
* HOMO energy (alpha / beta): -6.785 / -7.020 eV
* Kohn-Sham gap (alpha / beta): 7.2 / 7.4 eV

***

Entry 3:
The following is a quantum chemistry calculation of an isolated molecule of C5H8N2, from the Open Molecules 2025 dataset.

The geometry in ORCA input format:
```
! RIJCOSX wB97M-V def2-TZVPD def2/J DEFGRID3
* xyz 0 1
N -0.863 1.204 0.706
N -1.180 0.045 0.116
C 0.462 1.209 0.748
C -2.543 -0.189 -0.302
C 1.021 0.052 0.162
C 2.465 -0.276 -0.063
C -0.083 -0.672 -0.230
H 0.982 2.043 1.204
H 2.621 -1.356 -0.151
H -0.168 -1.634 -0.720
H -2.728 0.292 -1.269
H -2.716 -1.264 -0.395
H -3.214 0.234 0.446
H 3.096 0.089 0.753
H 2.828 0.185 -0.988
*
```

## Properties
* HOMO energy: -8.846 eV
* Kohn-Sham gap: 9.8 eV
* SMILES string: Cc1cnn(C)c1

***

Entry 4:
The following is a quantum chemistry calculation of an isolated molecule of C5H8N2, from the Open Molecules 2025 dataset.

The geometry in ORCA input format:
```
! RIJCOSX wB97M-V def2-TZVPD def2/J DEFGRID3
* xyz 0 1
N -2.092 -0.562 -0.142
N 2.625 -0.016 -0.459
C 1.573 -0.062 0.528
C -0.883 -1.142 -0.137
C -0.625 0.954 0.032
C 0.114 -0.176 0.050
C -1.962 0.851 -0.184
H -1.004 -2.131 -0.014
H -3.014 1.492 0.004
H 2.394 -0.816 -1.059
H 2.284 0.813 -1.288
H 2.157 -0.856 1.340
H -3.000 -1.222 0.180
H -0.218 1.957 -0.024
H 1.651 0.917 1.172
*
```

## Properties
* HOMO energy: -8.348 eV
* Kohn-Sham gap: 9.1 eV
* SMILES string: NCc1cc[nH]c1

***

Entry 5:
The following is a quantum chemistry calculation of an isolated molecule of C5H8N2, from the Open Molecules 2025 dataset.

The geometry in ORCA input format:
```
! RIJCOSX wB97M-V def2-TZVPD def2/J DEFGRID3
* xyz 0 1
N 0.560 -0.515 -0.073
N 0.568 -1.006 -1.257
C -1.327 0.968 0.535
C 0.160 -0.035 -2.118
C -0.104 1.215 -1.540
C 0.972 -1.293 1.074
C 0.075 0.880 -0.099
H -1.410 0.376 1.455
H 1.597 -0.680 1.730
H 0.793 1.505 0.443
H -2.077 0.617 -0.181
H 0.103 -1.646 1.642
H 0.085 -0.319 -3.162
H 1.551 -2.147 0.721
H -1.556 2.011 0.766
*
```

## Properties
* HOMO energy: -8.172 eV
* Kohn-Sham gap: 8.0 eV

***

Entry 6:
The following is a quantum chemistry calculation of an isolated molecule of C5H8N2, from the Open Molecules 2025 dataset.

The geometry in ORCA input format:
```
! RIJCOSX wB97M-V def2-TZVPD def2/J DEFGRID3
* xyz 0 1
N 0.043 0.593 -1.595
N -0.316 1.127 2.980
C -1.171 0.490 0.583
C -0.712 0.835 1.933
C 0.233 -1.527 -0.160
C -0.034 -0.044 -0.284
C 1.084 0.869 -0.603
H 2.070 0.429 -0.737
H 1.087 1.882 -0.207
H -1.980 -0.246 0.660
H -1.582 1.389 0.113
H 0.377 -0.067 -2.293
H 1.076 -1.827 -0.793
H 0.471 -1.798 0.874
H -0.645 -2.108 -0.468
*
```

## Properties
* HOMO energy: -10.009 eV
* Kohn-Sham gap: 10.9 eV
* SMILES string: C[C@@]1(CC#N)CN1

***

Entry 7:
The following is a quantum chemistry calculation of an isolated molecule of C5H8N2, from the Open Molecules 2025 dataset.

The geometry in ORCA input format:
```
! RIJCOSX wB97M-V def2-TZVPD def2/J DEFGRID3
* xyz 0 1
N 0.408 0.274 0.677
N -0.645 0.449 1.428
C 1.421 1.299 0.571
C -0.619 -0.513 -1.508
C -0.976 -1.595 0.336
C 0.200 -0.876 -0.186
C -1.465 -0.583 1.222
H 1.499 1.818 1.529
H -0.392 0.522 -1.764
H 2.388 0.844 0.335
H -2.414 -0.589 1.742
H -0.302 -1.203 -2.288
H -1.707 -0.617 -1.430
H 1.139 -1.359 -0.461
H 1.169 2.028 -0.210
*
```

## Properties
* HOMO energy: -8.313 eV
* Kohn-Sham gap: 8.4 eV

***

Entry 8:
The following is a quantum chemistry calculation of an isolated molecule of C5H8N2, from the Open Molecules 2025 dataset.

The geometry in ORCA input format:
```
! RIJCOSX wB97M-V def2-TZVPD def2/J DEFGRID3
* xyz 0 1
N 0.476 -0.261 0.295
N 0.109 3.042 0.696
C 0.324 2.101 0.061
C -0.455 -0.242 -0.767
C 0.606 0.834 -0.595
C -1.875 -0.086 -0.293
C 1.411 -1.183 0.843
H -2.528 0.398 -1.020
H 0.811 -1.972 1.311
H 1.940 -0.643 1.636
H -0.297 -0.860 -1.660
H 1.389 0.868 -1.357
H -2.277 -1.077 -0.055
H 2.139 -1.632 0.154
H -1.853 0.494 0.633
*
```

## Properties
* HOMO energy: -9.408 eV
* Kohn-Sham gap: 10.3 eV
* SMILES string: C[C@H]1[C@@H](C#N)N1C

***

Entry 9:
The following is a quantum chemistry calculation of an isolated molecule of C5H8N2, from the Open Molecules 2025 dataset.

The geometry in ORCA input format:
```
! RIJCOSX wB97M-V def2-TZVPD def2/J DEFGRID3
* xyz 0 1
N 1.685 -1.579 1.537
N -0.133 0.666 0.294
C 0.633 -1.048 1.656
C -1.192 1.605 -0.016
C -0.461 -0.287 1.329
C 0.098 -0.344 -0.684
C 1.415 -0.901 -0.773
H -2.144 1.108 -0.277
H 2.259 -0.286 -0.487
H 0.737 -0.003 -1.683
H -0.886 2.240 -0.852
H -0.743 -0.950 -1.040
H -1.484 -0.631 1.456
H 1.577 -1.822 -1.324
H -1.362 2.230 0.864
*
```

## Properties
* HOMO energy (alpha / beta): -7.344 / -7.342 eV
* Kohn-Sham gap (alpha / beta): 7.7 / 7.7 eV

***

Entry 10:
The following is a quantum chemistry calculation of a structure of composition C5H8N2, from the Open Molecules 2025 dataset.

The geometry in ORCA input format:
```
! RIJCOSX wB97M-V def2-TZVPD def2/J DEFGRID3
* xyz 0 1
N -0.091 0.517 -0.855
N -1.729 1.087 0.760
C 0.536 0.820 0.413
C -0.586 1.412 1.213
C 0.623 -0.758 -1.056
C -1.456 0.220 -0.373
C 1.045 -1.037 0.391
H -0.034 -1.504 -1.504
H -0.474 2.003 2.115
H 2.115 -0.992 0.572
H 1.504 -0.643 -1.681
H -1.433 -0.796 0.047
H 0.732 -2.067 0.736
H -2.214 0.323 -1.143
H 1.464 1.415 0.366
*
```

## Properties
* HOMO energy: -8.787 eV
* Kohn-Sham gap: 9.5 eV

***

Entry 11:
The following is a quantum chemistry calculation of an isolated molecule of C5H8N2, from the Open Molecules 2025 dataset.

The geometry in ORCA input format:
```
! RIJCOSX wB97M-V def2-TZVPD def2/J DEFGRID3
* xyz 0 1
N -1.523 0.645 0.230
N -1.622 -0.691 -0.142
C 0.791 -0.831 0.337
C -0.611 -1.441 -0.055
C 2.155 -0.056 0.047
C 0.904 0.567 -0.395
C -0.233 1.468 0.021
H 0.062 1.839 1.090
H -0.288 2.201 -0.767
H 0.747 -0.692 1.398
H 2.800 -0.374 -0.935
H -2.354 1.023 -0.120
H -0.415 -2.417 -0.487
H 0.743 0.238 -1.447
H 2.687 0.265 0.924
*
```

## Properties
* HOMO energy: -8.597 eV
* Kohn-Sham gap: 9.6 eV
* SMILES string: C1=NNC[C@H]2C[C@H]12

***

Entry 12:
The following is a quantum chemistry calculation of an isolated molecule of C5H8N2, from the Open Molecules 2025 dataset.

The geometry in ORCA input format:
```
! RIJCOSX wB97M-V def2-TZVPD def2/J DEFGRID3
* xyz 0 1
N -1.324 0.141 0.358
N -0.963 1.311 0.796
C 2.304 -0.160 -0.319
C -0.261 -0.688 -0.043
C 0.891 0.177 0.037
C 0.394 1.321 0.629
C -2.509 -0.379 -0.210
H 2.433 -0.227 -1.406
H -3.419 -0.213 0.369
H 0.946 2.203 0.934
H 2.604 -1.129 0.098
H -1.210 -1.246 -0.778
H -0.196 -1.616 0.535
H 2.998 0.598 0.053
H -2.609 -0.090 -1.256
*
```

## Properties
* HOMO energy (alpha / beta): -7.814 / -7.814 eV
* Kohn-Sham gap (alpha / beta): 7.9 / 7.9 eV

***

Entry 13:
The following is a quantum chemistry calculation of a structure of composition C5H8N2O, from the Open Molecules 2025 dataset.

The geometry in ORCA input format:
```
! RIJCOSX wB97M-V def2-TZVPD def2/J DEFGRID3
* xyz 0 1
O -1.295 0.524 -1.017
N 0.998 0.427 0.165
N -0.811 2.542 0.053
C 2.425 0.538 -0.051
C -0.990 -0.585 -0.093
C -2.096 -1.555 0.078
C -0.656 1.346 -0.240
C 0.372 -0.730 0.123
H -3.034 -1.073 0.366
H -0.072 2.914 0.640
H 2.950 -0.370 0.272
H -1.842 -2.273 0.861
H 2.652 0.692 -1.111
H 2.820 1.392 0.502
H -2.283 -2.103 -0.852
H 0.862 -1.687 0.304
*
```

## Properties
* HOMO energy: -7.466 eV
* Kohn-Sham gap: 8.3 eV

***

Entry 14:
The following is a quantum chemistry calculation of a cluster of 2 separate species, C5H8N2O in total, from the Open Molecules 2025 dataset.

The geometry in ORCA input format:
```
! RIJCOSX wB97M-V def2-TZVPD def2/J DEFGRID3
* xyz 0 1
O 0.953 -0.772 0.485
N 2.441 1.088 0.659
N 0.438 1.166 -0.389
C -2.166 0.744 -0.903
C -0.443 -0.803 0.196
C 1.432 0.516 0.198
C -1.157 -2.162 0.084
C -0.797 0.379 -0.421
H -1.694 -2.301 1.048
H -2.171 0.847 -2.029
H -3.040 0.166 -0.593
H 0.022 2.415 0.771
H -0.472 -3.012 -0.222
H -2.595 1.598 -0.475
H 2.978 0.459 1.455
H -2.017 -1.816 -0.657
*
```

## Properties
* HOMO energy: -8.027 eV
* Kohn-Sham gap: 6.8 eV

***

Entry 15:
The following is a quantum chemistry calculation of an isolated molecule of C5H8N2O, from the Open Molecules 2025 dataset.

The geometry in ORCA input format:
```
! RIJCOSX wB97M-V def2-TZVPD def2/J DEFGRID3
* xyz 0 1
O 2.093 0.002 -0.174
N -2.203 0.026 0.032
N -1.362 1.120 -0.175
C -0.040 -0.792 -0.313
C 1.322 -1.168 0.248
C 1.313 1.177 -0.035
C -1.536 -1.071 0.017
C -0.075 0.569 0.251
H 1.268 -1.334 1.373
H 1.382 1.832 -0.980
H 1.637 1.809 0.936
H -2.003 -2.036 -0.033
H -0.218 0.311 1.382
H 1.728 -2.003 -0.355
H 0.118 -0.790 -1.356
H -1.606 1.875 0.416
*
```

## Properties
* HOMO energy: -9.401 eV
* Kohn-Sham gap: 10.4 eV
* SMILES string: C1=NN[C@@H]2COC[C@@H]12

***

Entry 16:
The following is a quantum chemistry calculation of a structure of composition C5H8N2O, from the Open Molecules 2025 dataset.

The geometry in ORCA input format:
```
! RIJCOSX wB97M-V def2-TZVPD def2/J DEFGRID3
* xyz 0 1
O -0.628 0.935 0.578
N 1.707 -1.733 0.048
N -0.619 -1.305 0.383
C 0.637 0.519 0.077
C -2.731 -0.077 -0.101
C 1.698 1.548 -0.046
C -1.283 -0.172 0.203
C 0.659 -0.865 0.197
H 1.429 -2.690 -0.103
H 2.474 -1.422 -0.527
H 1.545 2.176 -0.926
H 1.717 2.202 0.829
H -3.299 -0.411 0.770
H -2.997 0.954 -0.318
H -2.983 -0.729 -0.934
H 2.673 1.071 -0.129
*
```

## Properties
* HOMO energy: -7.245 eV
* Kohn-Sham gap: 8.1 eV

***

Entry 17:
The following is a quantum chemistry calculation of an isolated molecule of C5H8N2O, from the Open Molecules 2025 dataset.

The geometry in ORCA input format:
```
! RIJCOSX wB97M-V def2-TZVPD def2/J DEFGRID3
* xyz 0 1
O -0.673 2.057 -1.937
N -0.659 1.147 0.123
N -1.422 1.810 -0.902
C 1.319 -0.436 -0.668
C 0.867 0.954 0.001
C -1.460 0.034 0.740
C -0.497 -1.209 0.674
C 0.807 -1.595 0.123
H 0.842 -0.589 -1.579
H -0.820 -2.009 1.214
H 1.420 -2.410 0.353
H 1.328 1.985 -0.498
H 0.870 0.900 1.203
H 2.416 -0.466 -0.875
H -1.875 -0.012 1.986
H -2.463 -0.162 0.042
*
```

## Properties
* HOMO energy: -9.170 eV
* Kohn-Sham gap: 9.4 eV
* SMILES string: O=NN1CC=CCC1

***

Entry 18:
The following is a quantum chemistry calculation of a structure of composition C5H8N2O, from the Open Molecules 2025 dataset.

The geometry in ORCA input format:
```
! RIJCOSX wB97M-V def2-TZVPD def2/J DEFGRID3
* xyz 0 1
O 1.351 0.428 0.925
N -1.564 -1.067 -0.262
N 2.170 -0.583 0.346
C 0.330 1.528 -0.628
C -1.386 -0.062 0.889
C 1.421 -1.286 -0.339
C 0.066 0.465 0.327
C 0.027 -0.991 -0.176
H -0.103 -1.429 0.887
H 1.019 1.134 -1.308
H -1.902 -0.546 -1.027
H 1.925 -2.062 -0.871
H -1.256 -0.455 1.901
H 0.596 2.480 -0.239
H -0.575 1.621 -1.329
H -2.117 0.827 0.904
*
```

## Properties
* HOMO energy: -9.356 eV
* Kohn-Sham gap: 10.2 eV

***

Entry 19:
The following is a quantum chemistry calculation of an isolated molecule of C5H8N2O, from the Open Molecules 2025 dataset.

The geometry in ORCA input format:
```
! RIJCOSX wB97M-V def2-TZVPD def2/J DEFGRID3
* xyz 0 1
O -2.072 -0.274 1.549
N -0.184 -1.962 -0.487
N -1.694 0.039 -0.845
C -1.901 -0.524 0.359
C -1.904 1.408 -1.247
C 0.717 -1.164 -0.023
C -1.491 -1.499 -0.690
C 2.043 -1.520 0.456
H -1.025 2.080 -0.940
H 2.280 -1.004 1.392
H 0.406 -0.097 0.042
H -2.809 1.796 -0.617
H 2.201 -2.558 0.537
H -2.056 -2.066 -1.368
H -2.008 1.712 -2.270
H 2.838 -1.111 -0.371
*
```

## Properties
* HOMO energy: -9.359 eV
* Kohn-Sham gap: 10.1 eV
* SMILES string: C/C=N/[C@H]1C(=O)N1C

***

Entry 20:
The following is a quantum chemistry calculation of an isolated molecule of C5H8N2O, from the Open Molecules 2025 dataset.

The geometry in ORCA input format:
```
! RIJCOSX wB97M-V def2-TZVPD def2/J DEFGRID3
* xyz 0 1
O 2.572 -1.002 0.416
N -0.304 0.339 1.789
N 0.963 0.027 1.713
C -2.605 0.882 0.918
C 1.069 -0.545 -1.985
C 0.606 -0.106 -0.610
C 1.349 -0.385 0.467
C -1.206 0.803 1.171
H 0.306 -0.504 -2.774
H -0.499 0.250 -0.725
H -3.082 1.645 1.428
H 1.625 -1.410 -1.877
H 2.874 -1.087 1.301
H -2.770 -0.117 1.305
H -2.804 0.929 -0.225
H 1.905 0.280 -2.313
*
```

## Properties
* HOMO energy (alpha / beta): -7.321 / -7.320 eV
* Kohn-Sham gap (alpha / beta): 7.6 / 7.6 eV

***

Quick rundown of calculated total energy, same order as above: -8293.721; -8291.148; -8294.429; -8291.123; -8291.106; -8293.740; -8290.722; -8292.975; -8289.547; -8291.655; -8289.848; -8289.949; -10338.510; -10336.854; -10339.392; -10340.998; -10335.520; -10335.857; -10339.022; -10337.390 eV
Quick rundown of relative energy (zero: lowest compared OMol25 entry of this formula, charge and spin), same order as above: 29.4; 88.7; 13.1; 89.3; 89.7; 29.0; 98.6; 46.6; 125.7; 77.1; 118.7; 116.4; 97.2; 135.4; 76.9; 39.9; 166.2; 158.4; 85.4; 123.1 kcal/mol